Record 1
16
Properties=species:S:1:pos:R:3:mulliken_charge:R:1 method="wB97M-V/def2-TZVPD" de_lowest_kcal_mol=88.4 lumo_ev=0.84 homo_ha=-0.3188
H 0.506 -2.189 -0.630 0.2188
N 0.382 -3.064 -1.177 -0.0980
N 0.819 -4.140 -0.901 -0.2855
H 1.635 -4.199 -0.070 0.1663
C -1.072 0.218 -0.541 -1.6089
C -0.336 1.105 0.148 1.2033
C -0.482 1.078 1.667 -1.2562
C 0.657 1.922 -0.562 -1.0795
H -1.822 -0.325 -0.087 0.4211
H -1.151 0.322 -1.557 0.4138
H -1.473 1.441 1.890 0.3211
H 0.380 1.527 2.206 0.3229
H -0.618 0.035 1.876 0.3657
H 0.898 1.305 -1.487 0.2991
H 1.532 2.114 0.078 0.3413
H 0.145 2.851 -0.852 0.2546

Record 2
16
Properties=species:S:1:pos:R:3:mulliken_charge:R:1 method="wB97M-V/def2-TZVPD" de_lowest_kcal_mol=98.6 lumo_ev="0.46 / 0.46" homo_ha="-0.3077 / -0.3077"
C -0.677 -0.374 0.960 0.0021
C 2.148 -0.218 -0.833 -1.4515
C -1.947 0.120 1.591 -1.1607
C 0.676 -0.012 -0.569 0.6436
N -0.023 0.447 -1.770 -0.5402
N 0.336 0.487 0.675 -0.5438
H 0.391 1.342 -2.028 0.2205
H -1.003 0.619 -1.574 0.2935
H -0.397 -1.389 1.250 0.3797
H -0.306 -1.044 -0.382 0.2657
H 2.683 0.646 -0.428 0.3548
H 2.375 -0.339 -1.891 0.3628
H 2.507 -1.093 -0.288 0.2903
H -1.671 0.674 2.494 0.2974
H -2.464 0.823 0.937 0.2320
H -2.628 -0.690 1.856 0.3538